[1]
2 unconnected molecules or ions with the total composition C2H5N2O2, computed with the ωB97M-V functional and the def2-TZVPD basis.

Each line ends with the Löwdin charge.
Geometry (Å):
1 N 1.00801 0.68220 0.31839  0.0841
2 C 1.59622 -0.14557 -0.55961  -0.4327
3 N 2.60461 0.13956 -1.31154  -0.0092
4 H 1.25606 1.65644 0.19179  0.0866
5 H 0.02873 0.51045 0.59840  0.0285
6 H 1.12436 -1.12812 -0.63273  0.1033
7 H 2.79831 -0.67508 -1.88494  -0.0112
8 O -1.64614 0.58467 1.28429  -0.1611
9 C -2.08229 -0.41327 0.64662  -0.6570
10 O -1.60999 -0.94429 -0.36824  -0.1170
11 H -2.99578 -0.85847 1.12436  0.0857

- Net charge: -1
- Relative energy (zero: lowest compared OMol25 entry of this formula, charge and spin): 4.4 kJ/mol
- Molar mass: 89.074 u

---

[2]
2 unconnected molecules or ions with the total composition C2H5N2O2, computed with the ωB97M-V functional and the def2-TZVPD basis.

Each line ends with the Löwdin charge.
Geometry (Å):
1 N 0.10354 -0.07439 -0.83481  0.1088
2 C 0.84366 -0.06950 -2.05397  -0.3797
3 N 0.36384 0.37351 -3.22042  -0.0917
4 H -0.86965 -0.00214 -0.88201  0.0537
5 H 0.45292 -0.07105 0.13044  0.0033
6 H 1.94127 -0.19686 -1.83579  0.1011
7 H 0.51857 -0.42952 -3.99871  0.0467
8 O -1.37630 -0.65994 2.35143  -0.0746
9 C -0.61323 0.23564 2.08248  -0.6352
10 O 0.67910 0.19770 1.73305  -0.2395
11 H -1.11983 1.30677 2.12580  0.1073

- Net charge: -1
- Relative energy (zero: lowest compared OMol25 entry of this formula, charge and spin): 178.0 kJ/mol
- Molar mass: 89.074 u

---

[3]
A gas-phase ion, C2H5N2O2S (charge +1), computed with the ωB97M-V functional and the def2-TZVPD basis.

Each line ends with the Löwdin charge.
Geometry (Å):
1 C -1.52869 0.23050 0.02527  -0.4337
2 C 1.50782 0.02361 -0.05792  -0.4657
3 N 1.00192 1.14023 -0.52947  -0.1823
4 N -0.72426 -0.88998 0.40956  -0.0642
5 O 2.01553 -0.74140 0.91850  0.2308
6 O 2.30836 -0.84434 -0.55715  0.2683
7 S -0.38749 1.74466 0.29720  0.9711
8 H -1.81918 0.19488 -1.06248  0.1071
9 H -2.45890 0.54124 0.64423  0.1173
10 H 1.31501 1.53561 -1.41314  0.1581
11 H -0.37095 -1.08932 1.39115  0.1353
12 H -0.85917 -1.84570 -0.06573  0.1578

- Net charge: +1
- Relative energy (zero: lowest compared OMol25 entry of this formula, charge and spin): 313.0 kJ/mol
- SMILES: NCS[NH+]=C1OO1
- Molar mass: 121.141 u

---

[4]
2 unconnected molecules or ions with the total composition C2H5N2O2S2, computed with the ωB97M-V functional and the def2-TZVPD basis.

Each line ends with the Löwdin charge.
Geometry (Å):
1 C 1.10573 -0.75178 0.45210  -0.7708
2 C -0.49389 -0.39006 -1.23269  -0.2296
3 N -0.16946 -0.66545 0.11326  -0.0592
4 N -0.59664 1.63129 1.16736  -1.0053
5 O 1.21880 -0.87248 1.84162  -0.0426
6 O 2.11869 -0.77255 -0.22827  -0.0127
7 S -1.63297 2.19424 0.12213  0.4692
8 S 0.91711 2.32216 1.39002  0.6365
9 H 0.38119 -0.30268 -1.89102  0.0724
10 H -1.18977 -1.14366 -1.62268  0.0621
11 H -1.04348 0.58157 -1.26570  -0.0530
12 H 0.30026 -0.83742 2.15063  0.0776
13 H 1.35517 1.28592 2.11809  -0.1445

- Net charge: -1
- Relative energy (zero: lowest compared OMol25 entry of this formula, charge and spin): 59.9 kJ/mol
- Molar mass: 153.208 u

---

[5]
2 unconnected molecules or ions with the total composition C2H5N2O3, computed with the ωB97M-V functional and the def2-TZVPD basis.

Each line ends with the Löwdin charge.
Geometry (Å):
1 N -1.41471 0.42368 -1.38095  0.1306
2 C -0.75449 -0.75379 -1.13133  -0.7091
3 N -0.56971 -1.00142 0.20227  0.1172
4 O -0.40493 -1.48502 -2.04811  -0.0234
5 H -1.45547 0.63957 -2.36123  0.0836
6 H -1.59118 1.12401 -0.68992  0.0863
7 H -0.25234 -1.95199 0.31986  0.0814
8 H -0.17005 -0.32349 0.93506  0.0248
9 O 0.44556 0.74111 1.90191  -0.1472
10 C 1.66005 0.84475 1.55377  -0.6463
11 O 2.55746 1.55026 2.01215  -0.0975
12 H 1.94981 0.19234 0.68651  0.0997

- Net charge: -1
- Relative energy (zero: lowest compared OMol25 entry of this formula, charge and spin): 53.2 kJ/mol
- Molar mass: 105.073 u

---

[6]
2 unconnected molecules or ions with the total composition C2H5N2O3, computed with the ωB97M-V functional and the def2-TZVPD basis.

Each line ends with the Löwdin charge.
Geometry (Å):
1 C 2.98563 0.15162 -0.28672  0.2372
2 C -2.21532 -0.15620 -0.20037  0.0485
3 N 2.15880 -0.62870 -0.05744  -0.1518
4 N -0.07307 0.61638 0.35749  -0.0851
5 O 1.11432 -1.19865 0.01796  0.0543
6 O 0.85269 1.40808 0.32616  0.1673
7 O -0.97123 0.46625 -0.54986  0.0174
8 H 4.02417 0.38622 -0.59288  0.1448
9 H -3.06978 0.03725 -0.83948  0.1257
10 H -2.33924 0.09201 0.80610  0.0777
11 H -2.04596 -1.29069 -0.18212  0.1453
12 H -0.42102 0.11642 1.20115  0.2187

- Net charge: +1
- Relative energy (zero: lowest compared OMol25 entry of this formula, charge and spin): 862.0 kJ/mol
- Molar mass: 105.073 u

---

[7]
A molecular structure, C2H5N2Si, computed with the ωB97M-V functional and the def2-TZVPD basis.

Each line ends with the Löwdin charge.
Geometry (Å):
1 C 0.85527 -0.73824 -0.95326  -0.1361
2 C 0.91560 1.02254 0.21302  -0.2864
3 N 1.60743 0.05378 -0.35614  0.0736
4 N -0.25189 1.31595 -0.18739  -0.0532
5 Si -0.97289 -0.08247 -0.79601  1.0340
6 H 1.39366 -1.46973 -1.58705  0.1083
7 H 1.35100 1.49699 1.04632  0.1372
8 H -1.05579 -0.25692 1.53666  0.0140
9 H -1.49855 -0.59051 1.87623  0.0947
10 H -2.34384 -0.75140 -0.79238  0.0139

- Net charge: +1
- Relative energy (zero: lowest compared OMol25 entry of this formula, charge and spin): 405.1 kJ/mol
- Molar mass: 85.162 u

---

[8]
A gas-phase ion, C2H5N2Si (charge +1), computed with the ωB97M-V functional and the def2-TZVPD basis.

Each line ends with the Löwdin charge.
Geometry (Å):
1 C -1.49761 1.33800 -0.07248  0.0642
2 C -1.27102 -1.03614 -0.14820  -0.1571
3 N -1.71930 0.13792 -0.06708  -0.0436
4 N 0.21706 -0.99445 -0.01816  -0.1032
5 Si 1.13426 0.41230 -0.11788  0.9462
6 H -1.92723 2.22028 0.48190  0.1206
7 H -1.92121 -1.98226 -0.14876  0.1755
8 H 0.57826 -1.92370 0.02856  0.0910
9 H 2.53783 0.27036 -0.17688  -0.0681
10 H 0.78479 1.87068 0.09106  -0.0256

- Net charge: +1
- Relative energy (zero: lowest compared OMol25 entry of this formula, charge and spin): 332.7 kJ/mol
- Molar mass: 85.162 u

---

no.,largest force on an atom (hartree/bohr)
1,0.0167
2,0.0951
3,0.0555
4,0.0176
5,0.0281
6,0.0763
7,0.0937
8,0.0608